Record 1
{"formula": "C28H30N8O2", "method": "ωB97M-V/def2-TZVPD", "species": ["C", "C", "C", "C", "C", "C", "C", "C", "N", "C", "N", "C", "N", "N", "C", "N", "C", "C", "C", "N", "C", "C", "H", "H", "H", "H", "H", "H", "H", "H", "H", "H", "H", "H", "H", "H", "C", "N", "C", "O", "C", "C", "C", "C", "C", "C", "C", "C", "N", "C", "C", "O", "H", "H", "H", "H", "H", "H", "H", "H", "H", "H", "H", "H", "H", "H", "H", "H"], "coordinates": [[9.193, -1.491, -0.879], [7.878, -0.949, -0.391], [7.167, -0.009, -1.146], [5.945, 0.491, -0.687], [5.407, 0.060, 0.533], [4.097, 0.578, 0.942], [3.322, -0.019, 1.910], [1.960, 0.398, 2.219], [1.310, 1.574, 1.855], [-0.002, 1.541, 2.267], [-0.945, 2.452, 2.094], [-2.107, 2.121, 2.612], [-3.083, 3.000, 2.432], [-2.465, 0.995, 3.179], [-1.486, 0.142, 3.338], [-1.855, -1.003, 3.941], [-0.211, 0.353, 2.903], [1.047, -0.381, 2.889], [1.277, -1.697, 3.404], [1.468, -2.772, 3.809], [6.134, -0.874, 1.295], [7.355, -1.373, 0.835], [10.019, -0.969, -0.387], [9.270, -2.560, -0.655], [9.291, -1.359, -1.961], [7.562, 0.335, -2.096], [5.409, 1.213, -1.296], [3.691, 1.427, 0.400], [3.688, -0.906, 2.416], [1.716, 2.351, 1.348], [-2.881, 3.633, 1.673], [-3.991, 2.563, 2.483], [-2.859, -1.126, 3.947], [-1.262, -1.802, 3.745], [5.775, -1.229, 2.255], [7.900, -2.094, 1.436], [-5.091, -1.563, -4.510], [-4.569, -0.405, -3.785], [-4.126, -0.442, -2.521], [-4.175, -1.465, -1.845], [-3.645, 0.897, -1.927], [-2.915, 0.799, -0.575], [-1.632, -0.014, -0.603], [-0.455, 0.546, -1.136], [0.739, -0.199, -1.154], [0.761, -1.504, -0.633], [-0.411, -2.067, -0.101], [-1.605, -1.324, -0.087], [-4.697, 1.925, -1.866], [-5.939, 1.861, -1.381], [-6.506, 0.583, -0.794], [-6.637, 2.861, -1.414], [-5.626, -1.240, -5.404], [-4.269, -2.220, -4.799], [-5.775, -2.125, -3.870], [-4.556, 0.483, -4.260], [-2.901, 1.265, -2.633], [-3.584, 0.378, 0.175], [-2.660, 1.808, -0.252], [-0.465, 1.553, -1.524], [1.642, 0.233, -1.562], [1.681, -2.073, -0.637], [-0.395, -3.072, 0.297], [-2.508, -1.766, 0.311], [-4.456, 2.840, -2.214], [-5.821, 0.162, -0.063], [-7.452, 0.809, -0.305], [-6.684, -0.136, -1.591]], "charge": 0, "multiplicity": 1, "energy_ev": -45541.0506, "homo_ev": -7.5, "lumo_ev": -0.281}

---

Record 2
{"formula": "C28H30N8O6", "method": "ωB97M-V/def2-TZVPD", "species": ["O", "N", "O", "C", "C", "C", "C", "C", "C", "H", "H", "H", "H", "H", "O", "N", "O", "C", "C", "C", "C", "C", "C", "H", "H", "H", "H", "H", "O", "N", "O", "C", "C", "C", "C", "C", "C", "H", "H", "H", "H", "H", "C", "C", "N", "H", "H", "H", "C", "C", "N", "H", "H", "H", "C", "C", "N", "H", "H", "H", "C", "C", "N", "H", "H", "H", "C", "C", "N", "H", "H", "H"], "coordinates": [[16.120, -11.508, -9.788], [15.901, -11.509, -10.966], [16.740, -12.014, -11.728], [14.818, -10.722, -11.603], [13.869, -10.145, -10.706], [12.949, -9.336, -11.298], [12.912, -9.009, -12.594], [13.749, -9.594, -13.442], [14.784, -10.415, -12.915], [13.859, -10.258, -9.632], [12.252, -8.850, -10.631], [12.259, -8.202, -12.891], [13.696, -9.241, -14.462], [15.565, -10.748, -13.582], [16.352, -14.397, -3.482], [15.758, -15.498, -3.844], [14.994, -16.048, -3.049], [16.071, -16.244, -5.089], [15.242, -17.375, -5.533], [15.484, -17.967, -6.777], [16.456, -17.421, -7.625], [17.283, -16.427, -7.169], [17.095, -15.805, -5.952], [14.479, -17.702, -4.842], [14.831, -18.798, -6.999], [16.723, -17.945, -8.531], [18.074, -16.065, -7.808], [17.672, -14.947, -5.642], [9.994, -15.367, -7.584], [11.211, -15.451, -7.687], [11.881, -16.085, -6.925], [11.875, -14.731, -8.861], [13.172, -15.105, -9.327], [13.686, -14.479, -10.439], [12.932, -13.509, -11.013], [11.716, -13.062, -10.530], [11.174, -13.657, -9.467], [13.740, -15.941, -8.948], [14.616, -14.734, -10.924], [13.391, -13.014, -11.856], [11.289, -12.154, -10.930], [10.187, -13.266, -9.269], [18.344, -9.622, -8.693], [18.892, -9.534, -10.037], [19.270, -9.467, -11.080], [17.571, -8.860, -8.598], [19.123, -9.464, -7.947], [17.921, -10.610, -8.512], [20.044, -12.702, -4.460], [19.301, -12.327, -5.670], [18.691, -12.019, -6.589], [20.046, -13.770, -4.247], [19.407, -12.241, -3.706], [20.972, -12.146, -4.324], [9.559, -10.069, -6.771], [9.574, -9.846, -8.231], [9.520, -9.713, -9.379], [10.579, -10.187, -6.405], [8.971, -10.952, -6.519], [9.075, -9.201, -6.323], [15.098, -12.612, -6.972], [13.697, -12.129, -7.283], [12.645, -11.777, -7.528], [15.140, -13.239, -6.082], [15.704, -11.714, -6.852], [15.301, -13.356, -7.742], [16.595, -9.827, -4.576], [17.798, -9.645, -3.797], [18.792, -9.544, -3.193], [15.902, -9.013, -4.364], [16.062, -10.770, -4.450], [16.924, -9.602, -5.590]], "charge": 0, "multiplicity": 1, "energy_ev": -53716.7609, "homo_ev": -9.9, "lumo_ev": -1.325, "e_above_lowest_kj_mol": 106.5}

---

Number 1: Kohn-Sham gap 7.266 eV. Number 2: Kohn-Sham gap 8.584 eV.